A structure of composition C27H30BaCl2N7O2S. Source: the Open Molecules 2025 dataset; level of theory: wB97M-V/def2-TZVPD.

Each line ends with the Löwdin charge.
Positions of all 70 atoms, in Å:
Ba 0.1170 0.3778 -0.5447  1.875
C -1.9501 0.1974 -3.5714  -0.201
C -0.4999 0.0377 -4.0123  -0.188
N 0.3030 -0.7294 -3.0308  -0.202
C -0.0414 -2.1649 -2.9570  -0.179
C -1.2401 -2.4875 -2.0701  -0.271
C -2.0865 -3.5378 -2.3951  -0.010
C -3.1660 -3.8048 -1.5711  -0.030
C -3.3971 -3.0000 -0.4667  -0.012
C -2.5067 -1.9735 -0.2010  -0.270
C -2.7248 -1.0278 0.9775  -0.147
N -2.3441 0.3629 0.6700  -0.177
C -3.3317 1.1078 -0.1500  -0.182
C -3.3516 0.7070 -1.6230  -0.203
N -2.0313 0.8298 -2.2519  -0.163
N -1.4326 -1.7484 -0.9690  0.010
H -2.4218 -0.7856 -3.5093  0.111
H -2.5007 0.7520 -4.3404  0.130
H -0.0445 1.0253 -4.1190  0.125
H -0.4841 -0.4440 -4.9961  0.122
H 1.2766 -0.6789 -3.3141  0.105
H 0.8176 -2.6919 -2.5383  0.064
H -0.2177 -2.5834 -3.9539  0.126
H -1.9091 -4.1230 -3.2887  0.121
H -3.8432 -4.6169 -1.8048  0.118
H -4.2601 -3.1557 0.1682  0.121
H -2.1110 -1.3785 1.8096  0.114
H -3.7719 -1.1080 1.2902  0.124
H -2.2524 0.8639 1.5477  0.110
H -3.0788 2.1665 -0.0768  0.097
H -4.3437 0.9780 0.2518  0.125
H -4.1064 1.3248 -2.1253  0.128
H -3.6839 -0.3276 -1.7278  0.110
H -1.8074 1.8211 -2.3293  0.042
Cl -0.9728 7.7221 2.0400  0.675
C -0.7553 6.1964 1.2375  -0.666
C -1.5300 5.8855 0.1222  -0.111
C -1.3702 4.6763 -0.5186  -0.551
Cl -2.3431 4.3443 -1.9314  0.732
C -0.4544 3.7001 -0.0733  -0.394
O -0.3096 2.5408 -0.6518  -0.512
C 0.3296 4.0636 1.0452  -0.124
C 1.3920 3.1904 1.5620  -0.192
O 1.6105 2.0377 1.2360  -0.089
C 0.1815 5.2980 1.6821  -0.065
H -2.2548 6.5987 -0.2476  0.112
H 2.0392 3.6631 2.3241  0.131
H 0.8126 5.5423 2.5289  0.116
C 4.8220 -3.8722 -0.6198  -0.027
N 4.5022 -3.1357 0.5969  -0.123
C 5.2459 -3.1705 1.7650  -0.027
C 4.6476 -2.3519 2.6374  -0.031
N 3.5259 -1.8157 1.9997  0.015
C 3.4430 -2.3092 0.7198  -0.705
S 2.3388 -1.9577 -0.5062  0.580
C 2.6313 -0.9318 2.7001  -0.264
C 3.1979 -0.0321 3.5933  0.003
C 2.3509 0.7225 4.3815  -0.043
C 0.9830 0.5623 4.2431  -0.051
C 0.5348 -0.3369 3.2957  -0.140
N 1.3328 -1.0806 2.5255  0.133
H 5.7320 -4.4358 -0.4352  0.093
H 4.9706 -3.1825 -1.4470  0.087
H 4.0083 -4.5490 -0.8692  0.091
H 6.1246 -3.7822 1.8673  0.129
H 4.8814 -2.1379 3.6632  0.126
H 4.2695 0.0849 3.6628  0.120
H 2.7585 1.4278 5.0939  0.119
H 0.2815 1.1239 4.8442  0.114
H -0.5316 -0.4831 3.1556  0.094

Atoms 1-2, force components in eV/Å:
Ba 1.967 -1.795 1.059
C 0.014 0.049 0.190

Summary:
**Energy relative to the best compared isomer or geometry (same formula, charge and spin)**: 83.03 kJ/mol
**LUMO**: -2.03 eV
**Total charge**: +1
**HOMO-LUMO gap**: 8.1 eV